# 1
Density functional theory data (wB97M-V/def2-TZVPD) for a molecular structure, C13H11NO3SZn in a non-equilibrium geometry.

ORCA input file:
```
! RIJCOSX wB97M-V def2-TZVPD def2/J DEFGRID3
* xyz 0 1
Zn 0.235 -0.057 0.139
O 0.269 -0.099 2.269
C 0.939 -1.293 2.795
C 0.629 -2.450 1.826
C 0.518 -3.763 2.253
C 0.473 -4.749 1.318
C 0.530 -4.403 -0.046
C 0.568 -3.093 -0.372
N 0.619 -2.145 0.553
H 0.687 0.678 2.588
H 0.528 -1.420 3.790
H 2.049 -1.219 2.826
H 0.508 -4.002 3.330
H 0.495 -5.777 1.545
H 0.653 -5.190 -0.857
H 0.555 -2.703 -1.401
O -2.288 0.466 -2.489
C -1.698 0.820 -1.485
O -1.590 0.130 -0.378
C -1.055 2.199 -1.540
C -1.915 3.233 -1.945
C -1.430 4.527 -2.035
C -0.067 4.756 -1.742
C 0.780 3.743 -1.377
C 0.327 2.419 -1.293
S 1.589 1.277 -0.856
H -2.945 3.059 -2.201
H -2.083 5.378 -2.326
H 0.335 5.714 -1.861
H 1.785 3.967 -1.030
*
```

As for the molar mass: 326.692 Da. The HOMO energy is -0.276 Eh.

=====

# 2
Density functional theory data (wB97M-V/def2-TZVPD) for a molecular structure, C13H12Br2N5OPtS in a non-equilibrium geometry.

ORCA input file:
```
! RIJCOSX wB97M-V def2-TZVPD def2/J DEFGRID3
* xyz 1 1
Pt 0.617 -0.045 1.018
C -2.281 -1.402 0.389
C -2.359 0.088 0.519
C -3.585 0.778 0.486
C -3.623 2.143 0.588
C -2.427 2.876 0.716
C -2.307 4.281 0.819
Br -3.847 5.369 0.873
C -1.070 4.853 0.899
C 0.097 4.066 0.891
Br 1.788 4.881 0.957
C 0.032 2.696 0.825
O 1.085 1.890 0.798
C -1.239 2.131 0.739
N -1.234 0.769 0.651
H -3.271 -1.851 0.405
H -1.689 -1.821 1.204
H -1.794 -1.666 -0.552
H -4.498 0.209 0.378
H -4.569 2.668 0.562
H -0.977 5.928 0.974
C 3.174 -3.318 -2.792
C 3.013 -3.325 -1.320
N 3.446 -4.216 -0.490
N 3.037 -3.778 0.733
C 2.349 -2.647 0.697
S 1.667 -1.819 2.038
N 2.324 -2.337 -0.626
N 1.709 -1.203 -1.129
H 3.730 -4.200 -3.095
H 3.714 -2.429 -3.117
H 2.201 -3.332 -3.285
H 3.271 -4.304 1.561
H 1.121 -1.432 -1.922
H 2.393 -0.500 -1.389
*
```

As for the molar mass: 641.226 Da. The HOMO energy is -0.392 Eh.

=====

# 3
Density functional theory data (wB97M-V/def2-TZVPD) for 2 unconnected molecules or ions with the total composition C13H12BrFNO3 in a non-equilibrium geometry.

ORCA input file:
```
! RIJCOSX wB97M-V def2-TZVPD def2/J DEFGRID3
* xyz -1 1
F -1.327 -2.310 1.299
C -0.340 -1.496 0.969
N 0.869 -1.787 1.502
C 1.954 -1.037 1.284
C 1.880 0.085 0.455
C 2.973 0.921 0.178
C 2.893 1.992 -0.666
C 1.668 2.297 -1.278
C 0.576 1.498 -1.025
C 0.630 0.403 -0.160
C -0.501 -0.439 0.149
C -1.855 -0.124 -0.451
C -2.383 1.234 0.099
C -3.779 1.158 0.718
Br -3.614 0.545 2.571
H 0.936 -2.594 2.103
H 2.884 -1.332 1.743
H 3.933 0.724 0.648
H 3.742 2.632 -0.872
H 1.551 3.143 -1.942
H -0.356 1.767 -1.503
H -2.556 -0.943 -0.312
H -1.661 -0.013 -1.521
H -2.375 1.968 -0.710
H -1.708 1.601 0.873
H -4.455 0.506 0.169
H -4.221 2.154 0.697
C 1.160 -3.182 -1.251
O 1.268 -4.242 -0.573
O 0.170 -2.910 -2.019
O 2.046 -2.220 -1.174
*
```

As for the molar mass: 329.145 Da. The HOMO energy is -0.073 Eh.

=====

DFT total energy values (in eV) by entry order: -80546.4692, -177334.0337, -94067.3130.
Energy above the lowest of the compared OMol25 structures with the same formula, charge and spin values (in kcal per mole) by entry order: 4.2, 10.9, 8.9.